C20H18BrIN2O4SbSe5Y | ωB97M-V/def2-TZVPD

Summary:
Frontier orbital gap, eV: 6.2

```
! RIJCOSX wB97M-V def2-TZVPD def2/J DEFGRID3
* xyz -2 1
Y -0.34962 0.13629 0.67009
Se 1.59927 1.88769 3.28221
Sb 1.89868 -0.36071 2.44932
Se -0.46088 -1.38921 2.76864
Se 2.11292 -0.12538 -0.11744
Se 3.61302 -1.80540 3.36445
O -0.50005 4.04582 -4.04307
C -0.36611 2.88028 -4.63451
O -0.27976 2.76706 -5.84187
C -0.35491 1.68517 -3.75546
C -0.27476 0.39018 -4.21787
N -0.24378 -0.40757 -3.13800
N -0.28951 0.27369 -2.00475
C -0.36398 1.54920 -2.34216
C -0.49534 2.56441 -1.23980
O -0.56553 3.76433 -1.54736
O -0.55674 2.09438 -0.06647
H -0.56011 3.94882 -3.02878
H -0.24658 0.01605 -5.22651
H -0.19647 -1.41343 -3.09040
C -8.63461 0.64094 0.04382
C -7.17114 0.29576 -0.07141
C -6.52707 0.27322 -1.29940
C -5.18476 -0.07056 -1.41999
C -4.54236 -0.05182 -2.77803
C -4.45628 -0.41874 -0.26821
Se -2.64157 -0.98970 -0.49166
C -5.08457 -0.37896 0.98644
C -4.38079 -0.70821 2.27360
C -6.42969 -0.02214 1.05557
H -9.05666 0.88668 -0.93135
H -8.79034 1.49287 0.71000
H -9.19654 -0.20179 0.45442
H -7.08084 0.53965 -2.19589
H -5.24616 0.30495 -3.53372
H -4.19670 -1.04852 -3.05834
H -3.66386 0.59618 -2.78221
H -3.33882 -0.96764 2.10973
H -4.85447 -1.56241 2.76457
H -4.42067 0.13673 2.96463
H -6.90732 0.00323 2.03245
Br 1.71870 -5.89544 0.36474
C -0.09062 -5.77108 -0.18521
C -0.84397 -6.93600 -0.23624
C -2.16392 -6.88909 -0.65274
C -2.72943 -5.67582 -1.01525
C -1.97506 -4.51420 -0.95015
C -0.64842 -4.54692 -0.53527
I 0.44577 -2.71752 -0.44171
H -0.38674 -7.87113 0.05982
H -2.74828 -7.80060 -0.69009
H -3.76092 -5.61962 -1.34123
H -2.42513 -3.56015 -1.19607
*
```

Results of the natural (NBO) charge analysis, in e, for atoms 1 through 5: number 1, Y, carries 1.08; number 2, Se, carries -0.68; number 3, Sb, carries 0.97; number 4, Se, carries -0.65; number 5, Se, carries -0.62

=====

C20H18BrN3O5PdS | ωB97M-V/def2-TZVPD

Summary:
Frontier orbital gap (alpha / beta), eV: 3.8 / 3.8

```
! RIJCOSX wB97M-V def2-TZVPD def2/J DEFGRID3
* xyz -2 1
Pd 0.35108 -0.64457 0.25916
O 4.19216 0.98638 2.49081
C 3.02851 0.60634 2.24198
O 2.64157 -0.01132 1.19653
C 1.94451 1.06057 3.24087
C 1.17704 2.22157 2.56893
C 0.33773 2.99382 3.60965
C -0.87717 2.04115 3.78798
C -0.43701 0.84888 2.92189
O 0.17594 1.54111 1.80818
C 0.73687 0.13789 3.63063
C 0.85110 -1.39745 3.42591
O 1.29749 -2.00349 4.43115
O 0.48242 -1.89827 2.32423
H 2.47963 1.41070 4.11835
H 1.79026 2.84673 1.92243
H 0.03163 3.96476 3.21573
H 0.89693 3.16097 4.53314
H -1.78866 2.48358 3.37952
H -1.05912 1.76045 4.82729
H -1.22207 0.20156 2.55884
H 0.59208 0.22049 4.70530
N 2.95986 0.97447 -1.13208
C 2.06683 0.58252 -2.04889
N 1.26431 -0.43280 -1.95849
C 0.58991 -0.65778 -3.14247
C -0.28773 -1.71110 -3.37070
C -0.91489 -1.82160 -4.60227
C -0.68135 -0.89194 -5.61755
C 0.19899 0.16612 -5.40748
C 0.83043 0.26487 -4.17583
S 1.99011 1.44466 -3.62852
H 2.92814 0.54473 -0.16845
H 3.37892 1.87992 -1.23403
H -0.48333 -2.40189 -2.55803
H -1.61954 -2.62832 -4.76869
H -1.19001 -0.98908 -6.57115
H 0.38915 0.89782 -6.18645
Br -4.31936 -3.16388 -2.93222
C -3.22021 -2.18689 -1.70835
C -2.60896 -2.84117 -0.64562
C -1.88921 -2.08529 0.26389
N -1.74070 -0.72714 0.17626
C -2.33181 -0.13369 -0.89765
C -3.07632 -0.81723 -1.84791
H -2.68744 -3.91324 -0.52465
H -1.42175 -2.53998 1.12910
H -2.21688 0.94188 -0.96605
H -3.53009 -0.28583 -2.67422
*
```

Results of the natural (NBO) charge analysis, in e, for atoms 1 through 5: number 1, Pd, carries 0.41; number 2, O, carries -0.76; number 3, C, carries 0.80; number 4, O, carries -0.80; number 5, C, carries -0.33

=====

C20H18CaCl2N3O4S | ωB97M-V/def2-TZVPD

Summary:
Frontier orbital gap, eV: 7.5

```
! RIJCOSX wB97M-V def2-TZVPD def2/J DEFGRID3
* xyz -1 1
Ca -0.45828 -0.35913 0.19348
O 1.52971 -3.99379 -1.02788
C 1.11166 -2.90219 -0.66217
O -0.08744 -2.47826 -0.62527
C 2.15090 -1.87330 -0.14847
C 3.34914 -2.20955 0.46954
C 4.10339 -1.19181 1.03391
C 3.66996 0.12564 0.98701
C 2.47179 0.39107 0.33919
N 1.79187 -0.59648 -0.23556
C 1.77729 1.77567 0.34138
O 2.48280 2.75972 0.54722
O 0.51868 1.73311 0.16202
H 3.64243 -3.24814 0.52578
H 5.02661 -1.43328 1.54787
H 4.21161 0.93443 1.45634
C 0.53751 0.84321 -3.27105
C -0.84387 0.67959 -2.70625
C -1.44893 -0.56870 -2.61835
C -2.70867 -0.71496 -2.03584
C -3.39142 0.39826 -1.57455
C -2.80087 1.65630 -1.66914
C -1.53761 1.78981 -2.21504
H 1.15512 1.43191 -2.59142
H 0.50878 1.36099 -4.23234
H 1.01988 -0.12261 -3.41677
H -0.91409 -1.45162 -2.94435
H -3.13363 -1.70371 -1.91930
H -4.35980 0.28741 -1.10368
H -3.31243 2.52624 -1.27769
H -1.05574 2.75922 -2.23012
Cl -2.64528 0.77216 1.77802
C -2.88287 -0.37412 3.11019
C -4.15236 -0.37530 3.64921
C -4.43039 -1.23192 4.70401
C -3.42271 -2.05564 5.18014
C -2.16470 -2.01716 4.60990
Cl -0.96914 -3.08720 5.28967
C -1.81110 -1.17585 3.53634
S -0.20530 -1.15728 2.87371
H -4.90565 0.28894 3.25171
H -5.41410 -1.25789 5.15188
H -3.60449 -2.73743 5.99890
N 1.52546 3.27126 3.61396
N 0.42928 2.35113 3.67886
H 1.12157 4.19845 3.66725
H 1.98561 3.21618 2.70343
H 0.00569 2.22740 2.76785
H 0.78349 1.43872 3.93789
*
```

Results of the natural (NBO) charge analysis, in e, for atoms 1 through 5: number 1, Ca, carries 1.75; number 2, O, carries -0.68; number 3, C, carries 0.75; number 4, O, carries -0.86; number 5, C, carries 0.11

=====

C20H18DyF6N4O4S3 | ωB97M-V/def2-TZVPD

Summary:
Frontier orbital gap (alpha / beta), eV: 7.5 / 7.6

```
! RIJCOSX wB97M-V def2-TZVPD def2/J DEFGRID3
* xyz 1 6
Dy 1.20348 0.11261 0.25136
F 4.84189 2.44431 -2.58729
C 5.53887 1.70019 -1.74082
F 5.94823 0.56203 -2.31456
F 6.65015 2.40181 -1.35538
S 4.51726 1.24705 -0.29798
O 3.47031 0.31498 -0.77491
O 5.40385 0.78623 0.71462
N 3.88564 2.69991 -0.06136
S 2.37701 2.73946 0.18023
O 1.42147 2.23614 -0.81907
O 2.05682 2.01293 1.44521
C 2.11292 4.54187 0.33971
F 2.38081 4.98510 -0.86358
F 0.88800 4.75856 0.68901
F 2.91815 5.11764 1.21768
C -5.48424 3.01481 0.92189
C -5.27721 1.70840 1.30933
C -4.01437 1.14075 1.32933
C -2.85631 1.88749 1.03818
C -3.08395 3.25508 0.80993
C -4.35490 3.79864 0.71681
C -1.50686 1.34517 0.83952
C -1.07264 0.36550 0.03495
C -1.83952 -0.48227 -0.91598
C -2.96250 0.03127 -1.62138
C -3.53327 -0.75515 -2.59730
C -3.06244 -1.98607 -2.94769
C -1.97286 -2.51165 -2.27585
C -1.29767 -1.75273 -1.31217
H -6.55871 3.36152 0.80166
H -6.09094 1.01637 1.50044
H -3.86941 0.07588 1.49633
H -2.27787 3.90758 0.47790
H -4.50339 4.89850 0.45716
H -0.76293 1.92619 1.39959
H -3.26889 1.07042 -1.43243
H -4.42545 -0.34078 -3.04105
H -3.52683 -2.59001 -3.74731
H -1.58171 -3.47202 -2.57491
H -0.39441 -2.17693 -0.89900
C 3.57447 -5.12001 0.90596
C 2.91131 -4.23196 -0.13422
C 1.79802 -3.53757 0.56671
N 1.79838 -2.24411 0.66905
N 0.71595 -1.80791 1.49439
C -0.03540 -2.74102 1.94609
N -1.18838 -2.54524 2.57217
S 0.50256 -4.28242 1.45916
H 4.37695 -5.63545 0.34575
H 2.87916 -5.82670 1.30537
H 4.01684 -4.47845 1.68199
H 2.50441 -4.85408 -0.98103
H 3.49303 -3.46411 -0.62506
H -1.43141 -1.53658 2.73075
H -1.95147 -3.09114 2.27208
*
```

Results of the Löwdin charge analysis, in e, for atoms 1 through 5: number 1, Dy, carries 1.77; number 2, F, carries 0.16; number 3, C, carries -0.64; number 4, F, carries 0.15; number 5, F, carries 0.14